1.
{
  "formula": "C61H53N7O5PS5Zr",
  "method": "ωB97M-V/def2-TZVPD",
  "species": ["Zr", "C", "O", "C", "C", "C", "C", "C", "C", "C", "C", "C", "C", "C", "N", "C", "C", "C", "C", "C", "C", "C", "C", "C", "C", "O", "C", "C", "C", "C", "N", "C", "C", "C", "C", "C", "C", "O", "C", "C", "C", "C", "C", "C", "C", "N", "C", "C", "N", "C", "C", "C", "C", "O", "C", "C", "C", "H", "H", "H", "H", "H", "H", "H", "H", "H", "H", "H", "H", "H", "H", "H", "H", "H", "H", "H", "H", "H", "H", "H", "H", "H", "H", "H", "H", "H", "H", "H", "H", "H", "H", "H", "H", "S", "C", "S", "C", "C", "S", "S", "S", "C", "C", "P", "C", "C", "C", "C", "H", "H", "H", "H", "H", "H", "H", "H", "H", "H", "H", "H", "H", "H", "H", "N", "C", "O", "C", "C", "N", "C", "N", "H", "H"],
  "positions_angstrom": [[0.04174, -0.14408, 0.41945], [-7.09952, -5.38959, -4.33088], [-7.12492, -4.66972, -3.11713], [-6.00277, -3.95959, -2.78820], [-4.92061, -3.76797, -3.63765], [-3.82680, -3.02861, -3.20051], [-3.76862, -2.47592, -1.92659], [-4.88520, -2.66137, -1.10487], [-5.98459, -3.38556, -1.52018], [-2.59265, -1.69081, -1.46097], [-1.29638, -2.19986, -1.62850], [-0.98414, -3.44570, -2.28156], [0.34612, -3.45455, -2.49997], [0.88422, -2.24310, -1.95553], [-0.15022, -1.51636, -1.33955], [2.19239, -1.86715, -2.06423], [2.77772, -0.75447, -1.42381], [4.13849, -0.42479, -1.47265], [4.33949, 0.59108, -0.55112], [3.09020, 0.85395, 0.00813], [2.73885, 1.81280, 1.09413], [3.87886, 2.71060, 1.54159], [4.61029, 3.40363, 0.58423], [5.63115, 4.27721, 0.93240], [5.93160, 4.47903, 2.27549], [6.91882, 5.30843, 2.72664], [7.75424, 5.90469, 1.75822], [5.18725, 3.82170, 3.24693], [4.17470, 2.95558, 2.87808], [1.57036, 2.64194, 0.67043], [0.40329, 2.06273, 0.26090], [-0.45520, 3.10945, -0.03041], [-1.84411, 2.94071, -0.31040], [-2.67772, 4.17305, -0.31824], [-2.51964, 5.15133, -1.28694], [-3.28830, 6.31100, -1.28272], [-4.23184, 6.50149, -0.28073], [-5.03711, 7.60189, -0.18163], [-4.82893, 8.64190, -1.11193], [-4.40015, 5.52970, 0.70288], [-3.63077, 4.38396, 0.67997], [-2.45147, 1.74715, -0.53348], [-3.82218, 1.62311, -0.97698], [-4.03314, 0.34075, -1.30109], [-2.79159, -0.37343, -1.07163], [-1.84506, 0.47802, -0.56556], [0.18618, 4.32390, 0.20629], [1.47442, 4.02523, 0.65193], [2.12687, 0.05949, -0.51367], [3.10106, -2.74460, -2.85253], [2.96649, -2.86176, -4.23151], [3.80628, -3.69290, -4.95984], [4.78092, -4.42596, -4.30231], [5.59295, -5.28021, -5.02529], [6.87751, -4.73844, -5.28474], [4.92261, -4.32828, -2.92462], [4.08903, -3.48564, -2.20794], [-8.00920, -5.98454, -4.35371], [-6.23091, -6.05138, -4.38212], [-7.08947, -4.71959, -5.19537], [-4.91863, -4.16899, -4.63997], [-3.00803, -2.85980, -3.88832], [-4.89279, -2.21304, -0.12042], [-6.84023, -3.52230, -0.87263], [-1.69287, -4.21342, -2.53921], [0.92428, -4.22133, -2.98740], [4.87799, -0.89240, -2.09951], [5.27063, 1.06147, -0.28636], [4.37082, 3.27240, -0.46277], [6.17201, 4.79112, 0.15219], [8.51582, 6.45266, 2.30695], [7.19892, 6.60102, 1.12346], [8.23347, 5.15040, 1.12840], [5.41566, 3.99803, 4.28881], [3.59674, 2.47093, 3.65435], [-1.79103, 5.00353, -2.07458], [-3.14071, 7.04463, -2.06081], [-5.51706, 9.43794, -0.83901], [-5.04496, 8.31556, -2.13335], [-3.80329, 9.01826, -1.06606], [-5.13222, 5.69651, 1.48118], [-3.75074, 3.63903, 1.45735], [-4.50719, 2.44650, -1.09023], [-4.92379, -0.09120, -1.72368], [-0.25040, 5.30221, 0.10167], [2.24701, 4.71778, 0.93861], [2.19909, -2.28762, -4.73558], [3.70960, -3.78643, -6.03357], [7.44054, -5.49575, -5.82597], [7.39920, -4.49427, -4.35516], [6.80308, -3.83315, -5.89509], [5.67647, -4.92069, -2.42237], [4.18317, -3.40979, -1.13158], [6.90589, -2.36079, 3.68520], [5.44514, -1.87118, 3.10650], [4.78607, -0.30286, 3.34867], [3.26746, -0.55298, 2.51093], [3.05515, -1.78099, 1.97572], [1.67441, -2.39126, 1.16224], [4.37369, -2.90424, 2.22282], [2.07637, 0.71926, 2.47614], [-2.02705, -5.15148, 1.95134], [-1.37047, -4.05132, 1.11751], [-1.36166, -2.34944, 1.84617], [-0.63840, -2.76570, 3.51218], [0.24672, -1.76909, 4.25271], [-3.19603, -2.20164, 2.13763], [-3.86625, -0.83441, 2.02852], [-1.91462, -6.11342, 1.44720], [-3.09450, -4.97414, 2.08290], [-1.58155, -5.24669, 2.94042], [-1.88592, -3.97444, 0.15760], [-0.33122, -4.30721, 0.89636], [-0.03025, -3.65261, 3.31981], [-1.47825, -3.06059, 4.14251], [1.09834, -1.48148, 3.63823], [0.63884, -2.24320, 5.15507], [-0.26884, -0.87615, 4.56038], [-3.41333, -2.63773, 3.11353], [-3.62863, -2.86486, 1.38440], [-3.69781, -0.21975, 2.90589], [-4.94907, -0.95852, 1.93391], [-3.51808, -0.27293, 1.16945], [-0.58399, 2.60170, 2.91317], [-1.15789, 1.40871, 3.15338], [-0.96186, 0.44776, 2.31864], [-1.92205, 1.33942, 4.35749], [-2.55656, 0.20680, 4.90929], [-3.09169, -0.67554, 5.42672], [-2.03580, 2.52980, 5.11789], [-2.07883, 3.50714, 5.73201], [-0.66280, 3.34612, 3.58460], [0.00394, 2.73054, 2.10717]],
  "mulliken_charge": [-2.167, -0.867, -0.464, 0.855, -0.820, -1.098, 0.016, 0.656, -1.363, 1.565, 0.494, -1.460, -1.962, 0.095, 0.385, 0.965, 0.058, -1.697, -1.584, -0.399, 4.630, -1.344, -0.574, -0.921, 0.879, -0.473, -0.842, -1.127, -0.090, -1.065, 0.902, 0.178, 1.147, -0.338, -0.312, -0.674, 0.928, -0.463, -0.855, -0.896, -0.211, 0.372, -2.081, -1.723, -0.355, 0.995, -1.658, -1.453, 0.982, -0.519, 0.023, -0.755, 0.393, -0.493, -0.808, -0.629, -0.140, 0.254, 0.358, 0.319, 0.417, 0.612, 0.306, 0.471, 0.860, 0.593, 0.626, 0.729, 0.634, 0.395, 0.250, 0.313, 0.341, 0.443, 0.615, 0.473, 0.387, 0.250, 0.325, 0.342, 0.438, 0.579, 0.503, 0.565, 0.554, 0.610, 0.519, 0.411, 0.259, 0.312, 0.297, 0.490, 0.559, -0.271, 0.111, -0.085, -0.298, 0.728, -0.173, -0.081, -0.559, -1.594, -0.275, 1.259, -1.008, -1.050, -0.977, -1.692, 0.460, 0.295, 0.324, -0.056, 0.466, 0.603, 0.603, 0.055, 0.642, -0.065, 0.785, 0.383, 0.268, 0.643, 0.299, -0.220, 0.515, 1.940, 0.979, 0.037, -0.797, -0.718, -0.786, 0.101, -0.038],
  "largest_force_ev_per_a": 1.07,
  "relative_energy_kcal_mol": 7.1,
  "total_charge": -1,
  "e_lumo_ev": 1.1004,
  "spin_multiplicity": 1
}


2.
{
  "formula": "C2H7AlBBrO2",
  "method": "ωB97M-V/def2-TZVPD",
  "species": ["C", "B", "Br", "C", "O", "O", "H", "H", "H", "H", "H", "H", "H", "Al"],
  "positions_angstrom": [[1.62359, -0.27887, 0.57996], [0.45384, 0.83760, 0.17229], [-0.30962, 1.70303, 1.71270], [-0.66775, 0.45235, -0.93255], [-1.92066, -0.02952, -0.45318], [-1.70568, -1.03331, 0.56958], [1.73362, -0.39333, 1.63718], [2.59417, -0.11658, 0.15805], [1.21390, -1.17742, 0.08735], [1.20968, 1.69925, -0.35673], [-0.18650, -0.30057, -1.64716], [-0.92954, 1.29934, -1.54747], [-2.16724, -0.69877, 1.36428], [-0.94180, -1.96320, -1.34430]],
  "mulliken_charge": [-0.512, 0.126, 0.185, -0.305, -0.170, -0.220, 0.338, 0.365, 0.085, 0.294, 0.288, 0.445, 0.358, 0.725],
  "largest_force_ev_per_a": 2.51,
  "total_charge": 2,
  "e_lumo_ev": -14.0290,
  "spin_multiplicity": 1
}


| no. | highest occupied orbital energy (eV) | Kohn-Sham gap (eV) |
| --- | --- | --- |
| 1 | -4.40 | 5.4975 |
| 2 | -18.59 | 4.5595 |